No. 1
Density functional theory data (ωB97M-V with the def2-TZVPD basis set) for C5H6N as an isolated structure in a non-equilibrium geometry.

CARTESIAN COORDINATES (ANGSTROEM)
C -0.3422 -0.2284 1.1234
C -1.5038 -0.4533 -0.8807
C -1.6722 0.1955 0.5997
C -0.6885 0.7115 -0.3528
C 2.3188 0.1108 0.0852
N 0.4913 0.4606 0.4707
H -1.1076 -1.4036 -1.0539
H -2.3350 0.0387 -1.3968
H -2.5855 0.4837 1.1046
H 2.7066 1.0950 -0.3374
H 2.0193 -0.7536 -0.4425
H 2.6987 -0.2567 1.0804

Atoms 1-6, force components in eV/Å:
C -0.602 0.094 0.672
C -0.663 3.964 0.856
C 0.533 -0.043 -1.182
C -1.173 -1.345 0.889
C -2.346 1.348 2.144
N 4.099 -0.063 -0.680

Summary:
highest occupied orbital energy (alpha / beta): -14.84 / -14.84 eV
HOMO-LUMO gap (alpha / beta): 9.00 / 9.00 eV
DFT total energy: -248.3174 Eh
lowest unoccupied orbital energy (alpha / beta): -5.8437 / -5.8452 eV
ΔE to the lowest compared entry with this formula, charge and spin: 187.2 kcal per mole
net charge: +1

***

No. 2
Density functional theory data (ωB97M-V with the def2-TZVPD basis set) for one molecule with the formula C14H17N3O3S in a non-equilibrium geometry.

CARTESIAN COORDINATES (ANGSTROEM)
C 1.4602 2.7879 2.9982
H 1.0673 2.6178 3.9982
O 2.5179 1.8689 2.8344
C 3.1667 1.9573 1.5942
C 2.3624 1.3826 0.4716
N 1.2180 1.8120 0.0908
N 0.6727 1.1456 -0.9152
C 1.3936 0.1632 -1.3418
N 1.1102 -0.6858 -2.3612
C -0.0782 -0.9409 -3.0399
O -0.0678 -1.7917 -3.8937
C -1.2786 -0.1162 -2.6671
C -2.5261 -1.0030 -2.5970
C -2.2848 -2.2727 -1.7471
H -2.1495 -3.1301 -2.4108
O -1.0914 -2.2595 -0.9937
C -1.0093 -1.5332 0.1589
C -1.9903 -0.6785 0.6446
C -1.7741 0.0162 1.8235
C -0.5927 -0.1282 2.5251
C 0.3869 -0.9820 2.0432
C 0.1809 -1.6827 0.8732
H 0.9275 -2.3603 0.4864
H 1.3157 -1.0956 2.5823
H -0.4304 0.4172 3.4410
H -2.5425 0.6812 2.1895
H -2.9198 -0.5429 0.1150
H -3.1439 -2.4713 -1.0951
H -3.3467 -0.4122 -2.1884
H -2.8040 -1.3170 -3.6028
H -1.1050 0.3978 -1.7235
H -1.4186 0.6406 -3.4420
H 1.8513 -1.3293 -2.6167
S 2.9172 -0.0030 -0.4607
H 3.4050 3.0074 1.3577
H 4.0971 1.3936 1.6973
H 1.8272 3.8182 2.9191
H 0.6760 2.6287 2.2527

Atoms 1-6, force components in eV/Å:
C -0.236 0.100 -0.023
H -0.034 0.071 0.008
O 0.198 -0.291 0.117
C 0.145 0.239 0.093
C 0.448 -0.633 -0.282
N 0.397 0.940 1.009

Summary:
highest occupied orbital energy: -8.45 eV
HOMO-LUMO gap: 8.95 eV
DFT total energy: -1331.8271 Eh
lowest unoccupied orbital energy: 0.4989 eV
SMILES string: COCc1nnc(NC(=O)CCCOc2ccccc2)s1
ΔE to the lowest compared entry with this formula, charge and spin: 60.3 kcal per mole

***

No. 3
Density functional theory data (ωB97M-V with the def2-TZVPD basis set) for CH2IO2P as an isolated structure in a non-equilibrium geometry.

CARTESIAN COORDINATES (ANGSTROEM)
C -0.0676 0.5281 -0.0053
O 0.2992 1.3875 1.0852
O 0.3199 1.3351 -1.0255
P 0.7183 2.5968 0.0021
I -3.4195 -0.0486 -0.0334
H 0.4905 -0.4496 -0.2174
H -1.1761 0.3790 -0.2570

Atoms 1-6, force components in eV/Å:
C 0.407 -1.308 -0.652
O -0.467 -0.969 -0.380
O 1.186 2.547 -1.761
P -0.428 -1.016 -0.162
I -0.055 0.030 -0.017
H -0.820 0.924 1.558

Summary:
highest occupied orbital energy (alpha / beta): -9.79 / -7.78 eV
HOMO-LUMO gap (alpha / beta): 8.84 / 4.69 eV
DFT total energy: -828.7452 Eh
lowest unoccupied orbital energy (alpha / beta): -0.9510 / -3.0931 eV
ΔE to the lowest compared entry with this formula, charge and spin: 60.5 kcal per mole

***

No. 4
Density functional theory data (ωB97M-V with the def2-TZVPD basis set) for C28H37Br2InN3O7S2Si as an isolated structure in a non-equilibrium geometry.

CARTESIAN COORDINATES (ANGSTROEM)
In -0.7072 -1.2605 -3.0703
O 0.1208 1.4878 0.4087
S 0.1039 1.1910 -1.0645
O 1.4447 1.1470 -1.5833
O -0.7256 -0.0384 -1.2698
C -0.7220 2.5455 -1.7702
C -0.8805 3.7301 -1.0571
C -1.4522 4.8806 -1.6057
C -1.6953 4.9466 -2.9644
C -1.3737 3.7931 -3.7076
C -1.0150 2.5949 -3.1709
S -1.0245 1.2226 -4.3208
O -1.2913 1.8035 -5.6081
O -2.0738 0.2477 -3.7771
O 0.2574 0.5061 -4.1402
H -0.6376 3.6984 -0.0018
H -1.7160 5.6582 -0.9472
H -2.1824 5.7182 -3.4981
H -1.6851 3.7310 -4.7196
Br -2.1576 -7.5405 -2.2299
C -2.1845 -5.6780 -2.3734
C -2.9601 -4.8084 -1.5907
C -2.8762 -3.4508 -1.8572
N -1.9896 -2.9995 -2.7161
C -1.1732 -3.8372 -3.5184
C -1.2655 -5.1860 -3.2899
C 1.7871 -3.0606 -3.7656
C 2.9667 -3.7882 -3.5356
C 3.7261 -3.4629 -2.4223
Br 4.9801 -4.6434 -1.6454
C 3.4946 -2.2210 -1.7823
C 2.3222 -1.5641 -2.1485
N 1.4216 -2.0957 -2.9990
H -3.6095 -5.2313 -0.8154
H -3.4487 -2.6354 -1.4245
H -0.6280 -5.8091 -3.8963
H 3.1062 -4.6667 -4.1661
H 4.2419 -1.8264 -1.0878
H 1.9438 -0.6753 -1.7001
O 0.8691 -3.3983 -4.6533
N -0.4731 -3.0233 -4.3396
C 1.4310 3.6215 2.1319
C 0.5325 2.7592 2.9447
C 1.1495 2.4015 4.3100
C -0.8222 3.5815 3.1266
Si 0.2570 0.9906 2.1077
C 1.6236 -0.2884 2.1637
C 1.7370 -0.9677 3.5381
C 1.6008 -1.3140 1.0600
C 2.9674 0.4856 1.9100
C -1.4960 0.2216 2.4238
C -1.8795 0.3283 3.9311
C -1.5516 -1.2266 1.9840
C -2.6797 0.9501 1.7259
H 1.5950 4.6153 2.6081
H 0.9482 3.7917 1.1912
H 2.3593 3.1094 1.8849
H 1.2941 3.2610 4.9795
H 2.1122 1.9211 4.2360
H 0.4900 1.6585 4.8625
H -0.5364 4.3982 3.8522
H -1.5567 2.9595 3.6308
H -1.0804 3.9013 2.1324
H 0.8151 -1.2611 4.0197
H 2.3063 -0.4767 4.3418
H 2.3553 -1.8735 3.3895
H 1.0301 -2.2636 1.3636
H 2.6308 -1.7376 1.0487
H 1.3607 -1.0236 0.0483
H 3.1772 1.1049 2.7885
H 2.9376 1.0897 1.0405
H 3.7905 -0.2757 1.8474
H -1.1431 -0.0970 4.5763
H -2.7693 -0.2973 4.1197
H -2.1602 1.3739 4.1504
H -0.9047 -1.8727 2.5568
H -1.3938 -1.3268 0.8902
H -2.5713 -1.5918 2.1745
H -2.6162 1.9894 2.0187
H -3.6058 0.4800 2.0350
H -2.5718 0.8994 0.6809

Atoms 1-6, force components in eV/Å:
In 0.309 -0.217 -1.046
O -0.231 0.107 -0.254
S 0.757 -0.368 0.315
O -0.966 0.115 0.336
O 0.723 0.469 0.114
C -0.222 1.165 -1.276

Summary:
highest occupied orbital energy: -11.42 eV
HOMO-LUMO gap: 8.49 eV
DFT total energy: -8203.8976 Eh
lowest unoccupied orbital energy: -2.9358 eV
net charge: +1

***

No. 5
Density functional theory data (ωB97M-V with the def2-TZVPD basis set) for a 3-piece molecular cluster, C4H14NO2S overall in a non-equilibrium geometry.

CARTESIAN COORDINATES (ANGSTROEM)
C 1.0941 1.8309 -1.9444
N 0.0404 2.0435 -0.9620
C -0.2952 0.8773 -0.1044
C -1.5581 1.1973 0.6026
S -2.5814 -0.1778 1.1555
C 0.7634 0.4615 0.9490
H 0.8221 1.4535 -2.9623
H 1.7451 2.6276 -2.1132
H 1.7914 1.0683 -1.7314
H 0.3500 2.7529 -0.3503
H -0.5567 0.0245 -0.8384
H -1.6099 1.8149 1.5579
H -2.1593 1.7870 -0.0719
H 0.9760 1.5142 1.5138
H 1.6619 0.0330 0.7070
H 0.2732 -0.2299 1.7473
H -1.4156 -2.3442 1.1321
H -2.0755 -3.1065 0.0214
O -1.2629 -3.1791 0.4852
H 1.8586 -3.6849 -0.2287
H 0.6159 -3.3976 0.8258
O 1.5224 -3.3666 0.6092

Atoms 1-6, force components in eV/Å:
C -0.829 -1.624 -1.033
N 0.439 -1.011 -0.826
C 0.573 -1.397 -1.096
C -2.224 0.997 1.548
S -0.300 -1.290 0.148
C -2.828 2.722 3.016

Summary:
highest occupied orbital energy: -2.72 eV
HOMO-LUMO gap: 6.26 eV
DFT total energy: -764.2066 Eh
lowest unoccupied orbital energy: 3.5369 eV
ΔE to the lowest compared entry with this formula, charge and spin: 41.8 kcal per mole
net charge: -1

***

No. 6
Density functional theory data (ωB97M-V with the def2-TZVPD basis set) for one molecule with the formula C5H10.

CARTESIAN COORDINATES (ANGSTROEM)
C -0.8388 -0.7593 0.6055
C -1.1637 0.5206 -0.1712
C 0.1903 1.2474 -0.2978
C 1.2774 0.1496 -0.1539
C 0.5150 -1.1781 0.0255
H -0.7334 -0.5329 1.6750
H -1.6093 -1.5313 0.5046
H -1.5424 0.2529 -1.1661
H -1.9304 1.1345 0.3125
H 0.2712 1.7879 -1.2463
H 0.2977 1.9931 0.4977
H 1.9015 0.3481 0.7244
H 1.9505 0.1178 -1.0166
H 1.0539 -1.8928 0.6562
H 0.3605 -1.6574 -0.9496

Atoms 1-6, force components in eV/Å:
C -0.026 -0.020 0.046
C -0.077 -0.004 -0.043
C -0.001 0.096 0.003
C 0.093 -0.008 0.010
C 0.028 -0.060 -0.039
H -0.007 -0.019 -0.130

Summary:
highest occupied orbital energy: -11.05 eV
HOMO-LUMO gap: 12.31 eV
DFT total energy: -196.5084 Eh
lowest unoccupied orbital energy: 1.2584 eV
SMILES string: C1CCCC1
ΔE to the lowest compared entry with this formula, charge and spin: 0.0 kcal per mole

***

No. 7
Density functional theory data (ωB97M-V with the def2-TZVPD basis set) for C6H7IrLiO6 as an isolated structure in a non-equilibrium geometry.

CARTESIAN COORDINATES (ANGSTROEM)
Ir 2.7464 -0.3375 1.1014
O 1.3313 1.1405 1.1793
O 0.8342 1.9253 -0.8872
C -0.5015 2.2996 -0.5045
C -1.5000 1.2353 -0.9457
O 2.6806 0.7831 -0.5072
C 1.6197 1.2886 -0.0502
H -0.5445 2.4718 0.5767
H -0.7011 3.2373 -1.0319
H -1.3978 1.0336 -2.0178
H -2.5082 1.6300 -0.7553
Li 0.0923 -0.1585 2.0553
O -1.4947 -0.0230 1.0849
O -0.9988 -1.0845 -0.8116
C -0.4611 -2.6510 0.1152
C 0.9310 -2.3800 0.3493
O 1.3478 -1.5784 1.2952
C -1.3482 -0.0445 -0.1482
H -1.1052 -2.7127 0.9959
H -0.6609 -3.3887 -0.6622
H 1.6387 -2.6862 -0.4315

Atoms 1-6, force components in eV/Å:
Ir 6.769 -2.117 1.442
O -2.145 1.530 0.245
O 0.577 -0.508 0.095
C -0.071 0.366 0.498
C -0.434 1.190 0.331
O 0.498 0.969 -1.094

Summary:
highest occupied orbital energy (alpha / beta): -16.45 / -17.61 eV
HOMO-LUMO gap (alpha / beta): 8.32 / 3.89 eV
DFT total energy: -795.2504 Eh
2S+1: 6
⟨S²⟩: 8.76
lowest unoccupied orbital energy (alpha / beta): -8.1286 / -13.7171 eV
ΔE to the lowest compared entry with this formula, charge and spin: 27.3 kcal per mole
net charge: +2